{"formula": "C10H16NNa", "method": "ωB97M-V/def2-TZVPD", "energy_ev": -16532.1773, "mol_weight_g_mol": 173.2, "e_above_lowest_kcal_mol": 57.19, "e_lumo_ev": 0.18, "spin_multiplicity": 1, "species": ["Na", "N", "C", "C", "C", "C", "C", "C", "C", "C", "C", "C", "H", "H", "H", "H", "H", "H", "H", "H", "H", "H", "H", "H", "H", "H", "H", "H"], "positions_angstrom": [[-2.0112, 1.7685, 1.1459], [1.0857, 0.7241, -0.8752], [-2.2410, -1.8439, 0.8182], [1.8579, -0.3321, -1.5690], [-1.5100, -0.6426, 0.6622], [0.7960, 0.3476, 0.5853], [-0.1139, -0.8407, 0.7318], [-0.2903, -3.2192, 1.1226], [-0.4449, 3.5794, 0.6004], [-1.6723, -3.0878, 1.0531], [-0.1367, 1.0902, -1.6524], [0.4884, -2.0879, 0.9563], [2.7760, -0.5239, -1.0185], [1.6488, 1.5719, -0.8156], [-0.7902, 0.2233, -1.6654], [-0.6103, 1.9278, -1.1435], [-0.8709, 4.2191, -0.1902], [-0.3498, 4.2451, 1.4711], [2.0820, -0.0045, -2.5813], [1.7823, 0.1670, 1.0180], [1.2469, -1.2307, -1.5854], [0.6062, 3.4304, 0.2781], [1.5713, -2.1678, 1.0240], [0.1664, -4.1824, 1.3130], [0.3852, 1.2694, 0.9983], [-2.3055, -3.9566, 1.1962], [0.1818, 1.3660, -2.6565], [-3.3278, -1.8096, 0.7785]], "forces_ev_per_a": [[0.0, -0.1, -0.1], [-0.1, 0.0, 0.0], [-0.1, 0.3, 0.0], [0.0, 0.0, 0.0], [0.0, -0.1, 0.2], [0.0, 0.0, 0.0], [0.0, 0.0, -0.1], [0.1, 0.0, 0.0], [0.0, 0.1, 0.0], [0.1, 0.0, -0.1], [0.1, -0.1, 0.0], [0.0, 0.0, 0.0], [0.0, 0.0, 0.0], [0.0, 0.0, 0.0], [0.0, 0.0, 0.0], [0.0, 0.0, 0.0], [0.0, 0.0, 0.0], [0.0, 0.0, 0.0], [0.0, 0.0, 0.0], [0.0, 0.0, 0.0], [0.0, 0.0, 0.0], [0.0, -0.1, 0.0], [0.0, 0.0, 0.0], [0.0, 0.0, 0.0], [0.0, 0.0, 0.0], [0.0, 0.0, 0.0], [0.0, 0.0, 0.0], [0.0, 0.0, 0.0]]}